(1)
{"formula": "C23H52LuN2O2P3", "method": "ωB97M-V/def2-TZVPD", "total_charge": 0, "relative_energy_kcal_mol": 5.9, "e_homo_ev": [-4.3, -4.4], "energy_ha": -3426.7632, "lumo_energy_ev": [-0.200, -0.432], "elements": ["Lu", "P", "P", "P", "O", "O", "N", "N", "C", "C", "C", "C", "C", "C", "C", "C", "C", "C", "C", "C", "C", "C", "C", "C", "C", "C", "C", "C", "C", "C", "C", "H", "H", "H", "H", "H", "H", "H", "H", "H", "H", "H", "H", "H", "H", "H", "H", "H", "H", "H", "H", "H", "H", "H", "H", "H", "H", "H", "H", "H", "H", "H", "H", "H", "H", "H", "H", "H", "H", "H", "H", "H", "H", "H", "H", "H", "H", "H", "H", "H", "H", "H", "H"], "positions_angstrom": [[-0.199, -1.002, -1.071], [2.398, -0.779, -1.883], [-0.019, 0.060, 2.310], [-3.006, -0.981, -1.644], [-0.109, 3.131, -1.096], [2.121, 4.779, -4.212], [-0.254, -0.442, 0.842], [-0.282, -1.531, -3.361], [-1.650, -2.110, -5.307], [2.506, 1.145, 1.820], [3.425, -2.206, -1.391], [0.712, -1.687, -5.552], [0.752, -1.414, 3.155], [0.656, 2.662, 1.252], [1.336, -1.072, 4.537], [-2.159, 1.824, 2.483], [-1.484, -1.835, -3.937], [-0.296, -2.534, 3.326], [1.085, 1.556, 2.203], [1.118, 2.204, 3.574], [-1.694, 0.458, 3.017], [3.567, 0.619, -1.902], [2.144, -1.069, -3.621], [-4.649, -1.161, -0.987], [-1.672, 0.505, 4.548], [-2.646, 0.704, -2.133], [-2.754, -0.586, 2.590], [-2.778, -2.037, -3.086], [-0.507, -2.042, -6.125], [1.878, -2.045, 2.310], [0.780, -1.393, -4.191], [0.410, 5.182, -1.319], [-1.055, -2.308, 4.078], [4.582, 0.216, -1.813], [-2.657, -2.407, -5.660], [2.537, 0.667, 0.835], [1.646, -2.010, 5.023], [-2.677, -0.848, 1.525], [3.266, -3.036, -2.099], [-3.685, -1.866, -3.723], [-5.322, -0.544, -1.604], [-4.686, -0.812, 0.054], [-2.080, 1.875, 1.388], [3.148, 2.040, 1.780], [1.653, -1.724, -6.118], [-3.219, 1.962, 2.754], [2.538, -0.223, -4.131], [0.608, -0.592, 5.195], [3.124, -2.520, -0.378], [-3.756, -0.154, 2.760], [1.460, 3.409, 1.152], [-0.613, -2.261, -7.187], [2.939, 0.473, 2.562], [-2.666, 0.841, 4.878], [-0.938, 1.215, 4.929], [1.736, 3.111, 3.512], [-2.699, -1.516, 3.168], [-1.609, 2.658, 2.932], [-4.977, -2.212, -1.015], [1.546, -2.303, 1.294], [2.771, -1.424, 2.213], [1.553, 1.527, 4.304], [3.345, 1.282, -1.059], [-2.087, -1.485, -0.610], [4.480, -1.887, -1.397], [3.455, 1.170, -2.842], [0.381, 2.442, 0.019], [-2.793, -3.090, -2.709], [-2.332, 1.305, -1.272], [-1.911, 0.774, -2.955], [-1.482, -0.475, 4.994], [-0.796, -2.779, 2.383], [-3.610, 1.097, -2.500], [0.810, 2.833, -1.419], [2.226, -0.438, 4.479], [1.469, 4.293, -4.787], [2.483, 5.499, -4.759], [0.119, 2.499, 3.877], [-0.254, 3.194, 1.540], [0.139, 4.004, -1.338], [0.219, -3.449, 3.659], [2.183, -2.981, 2.806], [2.762, -1.945, -3.869]], "lowdin_charge": [0.95, 0.78, 0.87, 0.76, -0.31, -0.14, -0.48, -0.07, -0.04, -0.09, -0.25, -0.04, -0.60, -0.14, -0.09, -0.09, -0.33, -0.10, -0.63, -0.10, -0.60, -0.24, -0.34, -0.20, -0.09, -0.25, -0.10, -0.30, -0.07, -0.11, -0.33, -0.07, 0.06, 0.05, 0.12, 0.04, 0.09, 0.03, 0.05, 0.10, 0.07, 0.05, 0.08, 0.10, 0.12, 0.09, 0.07, 0.06, 0.02, 0.08, 0.08, 0.10, 0.05, 0.09, 0.07, 0.10, 0.06, 0.07, 0.07, 0.04, 0.06, 0.06, 0.02, -0.11, 0.05, 0.05, 0.04, 0.08, 0.04, 0.06, 0.06, 0.07, 0.05, 0.05, 0.07, 0.05, 0.03, 0.05, 0.05, -0.27, 0.09, 0.09, 0.10]}

---

(2)
{"formula": "C23H53N6O21Rb", "method": "ωB97M-V/def2-TZVPD", "total_charge": 2, "e_homo_ev": -9.2, "energy_ha": -2840.0865, "lumo_energy_ev": -5.993, "elements": ["Rb", "O", "O", "O", "O", "O", "O", "O", "O", "O", "O", "O", "O", "O", "O", "O", "O", "O", "O", "O", "O", "O", "N", "N", "N", "N", "N", "N", "C", "C", "C", "C", "C", "C", "C", "C", "C", "C", "C", "C", "C", "C", "C", "C", "C", "C", "C", "C", "C", "C", "C", "H", "H", "H", "H", "H", "H", "H", "H", "H", "H", "H", "H", "H", "H", "H", "H", "H", "H", "H", "H", "H", "H", "H", "H", "H", "H", "H", "H", "H", "H", "H", "H", "H", "H", "H", "H", "H", "H", "H", "H", "H", "H", "H", "H", "H", "H", "H", "H", "H", "H", "H", "H", "H"], "positions_angstrom": [[-0.923, 0.460, 0.047], [-2.325, -1.991, 1.254], [0.114, 1.982, -2.605], [4.263, 1.153, 0.495], [-3.568, -0.403, 3.460], [-5.248, 0.400, 4.642], [-3.861, -4.749, -5.132], [-0.636, -2.610, 0.036], [-1.586, 4.964, 0.826], [-5.385, 0.096, 2.475], [4.881, -2.694, -3.177], [-0.351, -0.130, -3.195], [-3.247, 0.611, -2.302], [-2.141, 3.061, 0.072], [2.714, 5.054, -2.143], [-1.914, -4.188, 0.865], [2.054, 0.765, 0.349], [0.510, 1.408, -4.625], [3.369, -0.621, 1.459], [3.195, -0.296, 5.015], [0.537, 1.768, 4.346], [-0.445, 4.172, -0.901], [-5.335, 1.597, -1.991], [2.725, 2.662, -1.912], [-2.262, -3.361, -3.952], [3.057, -3.599, -1.780], [1.677, -1.889, 4.168], [0.401, 1.862, 6.739], [3.214, 4.408, 0.103], [3.039, -1.423, 4.529], [2.904, 4.123, -1.396], [-0.176, 2.121, 5.271], [0.923, -1.161, 3.010], [4.204, -2.294, 3.926], [4.289, -4.977, -3.533], [-3.413, -3.582, -4.931], [0.076, 1.129, -3.439], [-3.892, 1.676, -2.434], [1.898, 2.358, 6.845], [-5.501, 1.207, -0.593], [-1.547, 2.768, 5.180], [-4.783, 0.036, 3.553], [-3.449, 2.956, -2.926], [3.770, 2.256, -2.930], [-2.711, -2.678, -2.668], [-3.849, -2.510, -5.887], [2.379, -2.179, -1.590], [-1.381, 4.079, 0.034], [-1.594, -2.885, 0.773], [4.166, -3.663, -2.830], [3.220, 0.505, 0.736], [-4.504, -2.763, -6.721], [3.437, -3.982, -0.926], [1.015, -1.711, 2.074], [-0.522, 3.413, -1.483], [4.446, -3.268, 4.352], [-0.285, -0.374, -4.121], [4.735, 2.344, -2.430], [4.935, -5.063, -4.407], [2.384, 5.044, 0.410], [1.757, 2.571, -2.187], [-6.546, 1.175, -0.285], [-1.591, 3.833, 5.409], [0.340, 0.854, 6.755], [-0.199, 2.160, 7.494], [-1.979, 2.557, 4.202], [1.187, -1.674, 5.025], [-0.146, -1.029, 3.174], [-2.468, 2.885, -3.396], [-3.574, 3.795, -2.241], [-5.202, 2.016, 0.073], [-3.576, -2.021, -2.758], [5.077, -1.725, 3.605], [2.386, 1.625, 7.488], [-1.456, -2.859, -4.297], [2.326, 2.387, 5.843], [3.443, 3.539, 0.720], [3.595, 3.007, -3.700], [1.406, -0.189, 2.911], [1.843, -2.163, -0.641], [-4.938, 0.277, -0.508], [-1.908, -4.248, -3.625], [1.738, -2.194, -2.472], [2.877, 2.099, -1.087], [-3.473, -0.560, 2.517], [1.841, -2.884, 4.112], [4.104, 5.029, 0.203], [3.611, 1.234, -3.274], [-4.087, 3.180, -3.781], [3.055, -1.325, -1.630], [-5.746, 1.122, -2.783], [-1.119, -4.358, 0.355], [-5.892, 2.426, -2.138], [-3.077, -3.454, -1.995], [3.804, -2.659, 2.981], [3.324, -5.239, -3.967], [-2.174, 2.217, 5.881], [-1.880, -2.135, -2.219], [1.829, 3.340, 7.313], [-3.107, -1.891, -6.390], [4.703, -5.647, -2.780], [2.316, -4.188, -2.132], [4.312, -0.448, 1.412], [-4.440, -1.834, -5.269]], "lowdin_charge": [0.84, -0.05, -0.03, 0.00, 0.05, -0.04, 0.14, -0.14, 0.02, -0.06, 0.15, 0.03, 0.08, -0.20, 0.15, 0.11, -0.10, -0.05, 0.04, 0.14, 0.13, 0.08, 0.07, 0.11, 0.12, 0.12, 0.12, 0.11, 0.04, -0.32, -0.31, -0.29, 0.06, 0.04, 0.02, -0.30, -0.85, -0.34, 0.06, 0.02, 0.06, -0.96, 0.04, 0.04, 0.04, 0.02, 0.08, -0.92, -0.89, -0.33, -0.84, 0.11, 0.18, 0.09, 0.04, 0.10, 0.08, 0.10, 0.11, 0.10, 0.10, 0.12, 0.12, 0.15, 0.17, 0.12, 0.17, 0.11, 0.11, 0.13, 0.13, 0.10, 0.10, 0.10, 0.17, 0.09, 0.06, 0.11, 0.08, 0.08, 0.11, 0.17, 0.10, 0.08, 0.05, 0.17, 0.09, 0.09, 0.11, 0.10, 0.18, 0.07, 0.18, 0.12, 0.07, 0.10, 0.11, 0.08, 0.11, 0.10, 0.11, 0.16, 0.10, 0.09]}

---

(3)
{"formula": "C23H54BF2O12P2", "method": "ωB97M-V/def2-TZVPD", "total_charge": -1, "e_homo_ev": -5.4, "energy_ha": -2719.0598, "lumo_energy_ev": 2.086, "elements": ["P", "P", "F", "F", "O", "O", "O", "O", "O", "O", "O", "O", "O", "O", "O", "O", "C", "C", "C", "C", "C", "C", "C", "C", "C", "C", "C", "C", "C", "C", "C", "C", "C", "C", "C", "C", "C", "C", "C", "B", "H", "H", "H", "H", "H", "H", "H", "H", "H", "H", "H", "H", "H", "H", "H", "H", "H", "H", "H", "H", "H", "H", "H", "H", "H", "H", "H", "H", "H", "H", "H", "H", "H", "H", "H", "H", "H", "H", "H", "H", "H", "H", "H", "H", "H", "H", "H", "H", "H", "H", "H", "H", "H", "H"], "positions_angstrom": [[-1.259, -4.783, 1.587], [-2.224, -3.750, -0.073], [2.561, -0.578, -2.788], [-0.373, -1.922, 0.658], [-7.118, 0.118, 0.281], [8.275, 6.079, -0.643], [2.665, -7.111, -0.499], [-0.053, -5.675, 0.933], [-5.223, -1.226, -3.671], [5.292, 1.903, 1.527], [-3.833, 0.842, -0.057], [-1.863, 3.090, 4.558], [-2.111, -0.175, -1.479], [-0.558, -3.747, 2.588], [-2.560, -1.218, 0.528], [-2.184, -5.643, 2.322], [7.424, 5.919, -1.777], [0.067, -1.037, -1.832], [-5.817, -0.505, 0.350], [-1.484, 1.101, 0.747], [2.441, -1.875, -2.314], [1.979, 2.555, 0.576], [5.271, 3.173, 2.177], [-3.596, 4.757, 4.946], [-5.942, -2.010, 0.117], [2.562, -8.920, 1.129], [-1.637, -1.965, -0.042], [7.940, 4.853, -2.725], [-4.569, -0.788, -4.853], [-0.467, 3.391, 1.207], [-3.219, 3.287, 4.935], [-1.389, -1.370, -1.479], [-1.489, 2.576, 0.364], [6.367, 4.082, 1.651], [0.987, -2.248, -1.952], [0.911, 3.032, 0.851], [-4.888, 0.148, -0.689], [-4.378, 0.718, -4.856], [3.360, -7.761, 0.561], [-2.552, 0.189, -0.113], [-1.508, -4.277, -1.173], [-0.482, 0.706, 0.559], [-7.618, -0.196, 1.039], [8.929, 5.120, -3.105], [-3.818, 2.744, 4.206], [-5.138, -1.109, -5.735], [-1.766, -2.040, -2.269], [4.290, 3.602, 1.982], [-5.386, -0.303, 1.333], [2.813, -2.561, -3.079], [-4.520, -0.635, -1.353], [1.611, -8.569, 1.534], [6.257, 4.221, 0.576], [6.148, 1.499, 1.697], [-5.467, 0.848, -1.302], [-6.085, -0.800, -3.625], [0.514, -5.115, 0.384], [7.354, 3.644, 1.823], [-1.733, 0.993, 1.808], [4.302, -8.112, 0.139], [-3.851, 1.046, -5.755], [-5.343, 1.229, -4.816], [-0.589, 4.470, 1.064], [7.268, 4.727, -3.575], [3.589, -7.036, 1.349], [6.337, 5.059, 2.135], [7.323, 6.878, -2.297], [1.835, -6.786, -0.137], [-5.031, -2.505, 0.453], [-4.645, 4.892, 5.214], [-1.304, 3.547, 5.194], [-3.396, 2.841, 5.921], [-2.983, 5.309, 5.665], [-3.603, -1.291, -4.872], [3.078, -1.966, -1.433], [0.033, -0.541, -2.803], [2.339, -9.646, 0.345], [-1.180, 2.689, -0.679], [-6.085, -2.209, -0.947], [-3.426, 5.196, 3.962], [5.372, 3.030, 3.258], [-6.805, -2.416, 0.652], [2.920, 2.132, 0.312], [-3.805, 1.022, -3.979], [-2.483, 3.001, 0.512], [0.433, -0.299, -1.120], [1.047, -2.787, -1.004], [8.031, 3.898, -2.207], [9.145, 6.340, -0.960], [0.588, -2.960, -2.681], [3.113, -9.422, 1.926], [0.273, -3.400, 2.240], [-0.654, 3.147, 2.255], [6.446, 5.642, -1.387]], "lowdin_charge": [0.25, 0.98, -0.06, -0.07, -0.07, -0.09, -0.08, -0.21, -0.09, -0.09, 0.03, -0.08, 0.04, -0.16, 0.04, -0.33, -0.33, -0.13, -0.38, -0.07, -0.20, 0.09, -0.32, -0.10, -0.04, -0.09, -0.68, -0.09, -0.32, -0.22, -0.32, -0.30, -0.20, -0.09, -0.17, -0.15, -0.16, -0.09, -0.32, -0.88, -0.08, 0.08, 0.07, 0.07, 0.12, 0.10, 0.13, 0.10, 0.14, 0.11, 0.10, 0.07, 0.06, 0.08, 0.13, 0.08, 0.04, 0.07, 0.11, 0.11, 0.07, 0.07, 0.10, 0.07, 0.11, 0.08, 0.11, 0.04, 0.05, 0.07, 0.08, 0.11, 0.07, 0.11, 0.11, 0.12, 0.07, 0.12, 0.07, 0.07, 0.11, 0.07, 0.01, 0.08, 0.10, 0.12, 0.09, 0.07, 0.08, 0.11, 0.07, 0.07, 0.09, 0.10]}

---

(4)
{"formula": "C23H54BN2O17P2S", "method": "ωB97M-V/def2-TZVPD", "total_charge": -1, "relative_energy_kcal_mol": 0.0, "e_homo_ev": -4.6, "energy_ha": -3403.3477, "lumo_energy_ev": 2.129, "elements": ["S", "P", "P", "O", "O", "O", "O", "O", "O", "O", "O", "O", "O", "O", "O", "O", "O", "O", "O", "O", "N", "N", "C", "C", "C", "C", "C", "C", "C", "C", "C", "C", "C", "C", "C", "C", "C", "C", "C", "C", "C", "C", "C", "C", "C", "B", "H", "H", "H", "H", "H", "H", "H", "H", "H", "H", "H", "H", "H", "H", "H", "H", "H", "H", "H", "H", "H", "H", "H", "H", "H", "H", "H", "H", "H", "H", "H", "H", "H", "H", "H", "H", "H", "H", "H", "H", "H", "H", "H", "H", "H", "H", "H", "H", "H", "H", "H", "H", "H", "H"], "positions_angstrom": [[1.319, -3.313, -0.810], [2.297, -2.604, -2.390], [1.512, 0.385, -2.623], [3.762, 6.149, -5.706], [-3.432, -2.851, 0.016], [3.176, 5.460, -3.636], [-2.658, 0.790, 4.508], [1.497, 1.413, -1.342], [0.078, -7.372, 3.421], [-2.436, -3.556, 1.921], [0.437, -7.935, 5.581], [-2.835, 0.828, 6.764], [-3.714, 2.517, -1.877], [3.924, 7.469, -3.878], [-2.722, 2.699, 5.508], [-4.550, -3.907, 1.670], [-1.482, 2.647, -2.229], [-1.076, -6.459, 5.133], [0.142, -0.492, -2.381], [-2.222, 1.237, -0.759], [4.151, -0.638, -3.342], [1.449, 1.147, -3.999], [-5.746, -3.840, 0.875], [-2.766, 1.377, 5.693], [1.485, -8.826, 5.156], [-3.331, 0.608, -0.092], [-1.692, 3.672, -3.226], [-1.764, -5.624, 4.189], [-2.582, 2.182, -1.633], [-3.462, -3.387, 1.093], [-2.794, 3.467, 6.711], [-5.783, -4.934, -0.169], [-1.183, -3.037, 1.414], [4.693, 0.706, -3.450], [2.821, 4.165, -4.164], [-4.107, -1.168, 4.631], [5.480, 1.170, -2.231], [3.611, 6.334, -4.524], [-0.150, -7.249, 4.595], [-1.881, 5.030, -2.589], [3.298, 9.258, -5.414], [5.720, 2.679, -2.348], [-2.692, -0.650, 4.522], [4.420, 8.525, -4.711], [2.778, -8.085, 4.901], [3.040, -0.801, -2.309], [2.570, 9.623, -4.688], [-4.987, -4.797, -0.899], [1.156, -9.365, 4.268], [-3.820, 1.330, 0.561], [-2.156, -6.212, 3.363], [5.132, 8.115, -5.426], [-4.725, -0.744, 3.837], [-2.248, -0.944, 3.573], [-2.062, -1.022, 5.329], [2.613, 3.530, -3.310], [-5.816, -2.854, 0.417], [-2.543, 3.393, -3.843], [-2.032, 3.147, 7.418], [4.950, 9.184, -4.025], [-2.577, -5.165, 4.742], [-4.554, -0.903, 5.588], [-1.301, -2.003, 1.099], [-0.817, -3.629, 0.581], [-2.924, -0.214, 0.488], [-1.940, 5.793, -3.367], [3.856, -0.924, -4.267], [-3.777, 3.365, 7.170], [6.029, 2.941, -3.363], [3.364, -3.443, -2.763], [-0.477, -3.090, 2.238], [3.426, -0.680, -1.172], [2.792, 8.600, -6.119], [-2.625, 4.496, 6.409], [-4.041, 0.218, -0.815], [5.363, 0.768, -4.318], [-0.790, 3.641, -3.834], [-1.096, -4.859, 3.804], [0.572, 0.978, -4.480], [3.698, 10.112, -5.962], [-4.117, -2.254, 4.529], [4.905, 0.982, -1.323], [-0.423, -0.148, -1.678], [2.675, -7.404, 4.058], [6.414, 0.608, -2.149], [1.587, -9.531, 5.979], [3.069, -7.513, 5.782], [4.770, 3.179, -2.157], [-5.664, -5.911, 0.300], [-6.555, -3.952, 1.595], [3.573, -8.797, 4.672], [1.492, -2.696, -3.542], [-6.740, -4.914, -0.692], [1.926, 4.241, -4.778], [-2.798, 5.062, -2.003], [-1.038, 5.266, -1.939], [3.639, 3.750, -4.745], [6.450, 3.059, -1.634], [0.698, 1.966, -1.346], [3.893, 1.440, -3.633]], "lowdin_charge": [0.04, 0.35, 0.55, 0.11, 0.12, 0.01, 0.04, -0.21, 0.13, -0.02, 0.03, 0.12, 0.12, 0.02, 0.00, 0.02, 0.01, 0.01, -0.25, -0.01, -0.09, -0.19, -0.22, -0.61, -0.22, -0.02, -0.20, -0.03, -0.60, -0.61, -0.04, -0.06, -0.06, -0.31, -0.04, -0.06, -0.25, -0.62, -0.61, -0.06, -0.07, -0.12, -0.20, -0.22, -0.06, -0.86, 0.08, 0.08, 0.12, 0.10, 0.10, 0.12, 0.08, 0.11, 0.13, 0.06, 0.12, 0.12, 0.09, 0.12, 0.09, 0.08, 0.08, 0.00, 0.07, 0.08, 0.07, 0.10, 0.07, -0.05, 0.09, 0.05, 0.07, 0.09, 0.10, 0.11, 0.12, 0.08, -0.04, 0.08, 0.08, 0.09, 0.04, 0.08, 0.10, 0.12, 0.08, 0.06, 0.08, 0.12, 0.08, -0.05, 0.08, 0.09, 0.07, 0.08, 0.09, 0.06, 0.04, 0.06]}